# 1
Here is a structure of composition C17H39OP3SSn in a non-equilibrium geometry from the OMol25 dataset. Energies are from ωB97M-V/def2-TZVPD.

Structure (XYZ):
```
62
C17H39OP3SSn, DFT ωB97M-V/def2-TZVPD
Sn 0.11 -0.29 0.72
P 1.08 -2.21 2.17
P -0.13 1.31 3.16
P -1.22 -2.00 -1.00
H -0.09 3.43 0.52
C -0.79 3.27 -0.31
C -2.12 3.16 -0.23
H -2.72 3.41 0.66
C 2.86 -2.05 1.80
C 0.96 -2.26 3.99
C 0.59 -3.91 1.75
C -0.92 2.97 3.10
C -1.02 0.60 4.62
C 1.54 1.70 3.79
C -2.35 -1.24 -2.22
C -2.30 -3.37 -0.48
C 0.04 -2.72 -2.16
H -0.31 3.11 -1.28
H -2.68 2.72 -1.06
H 3.43 -2.87 2.26
H 3.24 -1.09 2.19
H 3.02 -2.06 0.71
H 1.51 -3.14 4.37
H -0.09 -2.37 4.29
H 1.38 -1.36 4.45
H 1.15 -4.62 2.38
H 0.80 -4.13 0.70
H -0.48 -4.06 1.95
H -0.40 3.67 3.76
H -1.97 2.88 3.42
H -0.93 3.36 2.08
H -0.80 1.18 5.54
H -0.73 -0.44 4.80
H -2.10 0.62 4.43
H 1.49 2.41 4.63
H 2.14 2.15 2.99
H 2.06 0.80 4.13
H -2.13 -1.73 -3.18
H -2.18 -0.16 -2.30
H -3.39 -1.47 -1.93
H -2.56 -3.98 -1.36
H -3.23 -2.95 -0.06
H -1.82 -4.01 0.27
H -0.44 -2.91 -3.13
H 0.48 -3.66 -1.78
H 0.82 -1.97 -2.30
C 1.17 1.74 -4.20
C 2.30 1.33 -4.94
C 2.64 1.92 -6.17
C 1.81 2.89 -6.73
C 0.69 3.33 -6.01
C 0.39 2.77 -4.75
S 0.64 0.87 -2.75
H 1.17 1.50 -1.64
H 2.90 0.56 -4.47
H 3.56 1.63 -6.69
H 2.05 3.28 -7.73
H 0.08 4.12 -6.44
H -0.45 3.14 -4.16
O -2.26 -0.73 1.90
H -2.32 -1.61 2.32
H -3.16 -0.51 1.60
```

Summary:
HOMO (alpha / beta)   -20.33 / -20.31 eV
Orbital gap (alpha / beta)   5.1 / 5.4 eV
Energy above the lowest of the compared OMol25 structures with the same formula, charge and spin   45.2 kcal/mol
Charge   +4

=====

# 2
Here is a cluster of 15 separate species, C51H71BrClN2O42 in total in a non-equilibrium geometry from the OMol25 dataset. Energies are from ωB97M-V/def2-TZVPD.

Structure (XYZ):
```
168
C51H71BrClN2O42, DFT ωB97M-V/def2-TZVPD
C 3.23 5.19 3.63
C 1.69 5.52 3.95
C 0.91 4.09 4.09
Cl -0.61 4.21 5.10
C 0.58 3.63 2.57
C -0.54 4.10 1.61
N -0.20 3.31 0.43
C 0.96 2.48 0.65
C 1.70 1.50 -0.38
C 3.28 1.94 -0.43
C 3.57 3.06 -1.57
Br 4.45 0.35 -0.76
N 1.49 2.64 2.00
H 3.35 4.51 2.71
H 3.75 6.18 3.40
H 3.68 4.62 4.52
H 1.51 6.21 4.84
H 1.23 6.01 3.00
H 1.61 3.29 4.55
H -1.36 4.87 1.82
H -0.74 3.39 -0.46
H 1.59 0.38 -0.12
H 1.24 1.72 -1.42
H 3.64 2.39 0.56
H 3.76 4.07 -1.04
H 2.73 3.12 -2.35
H 4.56 2.79 -2.08
H 2.30 2.18 2.44
C -0.52 -1.35 2.36
C -1.75 -2.12 1.99
O -1.79 -2.01 0.57
C -0.51 -1.77 0.16
O -0.16 -1.79 -0.99
O 0.31 -1.51 1.21
H -0.03 -1.75 3.25
H -0.72 -0.29 2.51
H -1.69 -3.18 2.26
H -2.66 -1.69 2.43
C 3.19 -3.64 5.41
C 2.80 -4.64 4.36
O 1.38 -4.57 4.37
C 1.04 -3.35 4.87
O -0.07 -2.90 4.86
O 2.13 -2.70 5.37
H 4.15 -3.15 5.18
H 3.25 -4.08 6.41
H 3.16 -4.36 3.37
H 3.15 -5.65 4.60
C -3.68 3.81 8.03
C -4.01 2.79 6.98
O -5.43 2.80 6.95
C -5.83 4.02 7.43
O -6.95 4.42 7.38
O -4.78 4.71 7.96
H -2.74 4.33 7.83
H -3.64 3.38 9.04
H -3.63 3.07 6.00
H -3.63 1.80 7.24
C -4.52 6.40 2.75
C -5.48 7.20 1.93
O -4.64 7.81 0.95
C -3.53 7.04 0.84
O -2.69 7.17 0.00
O -3.49 6.09 1.82
H -4.97 5.49 3.14
H -4.09 6.97 3.57
H -6.22 6.58 1.41
H -6.00 7.95 2.52
C -6.15 9.41 -1.63
C -6.53 8.41 -2.68
O -7.95 8.44 -2.65
C -8.31 9.65 -2.14
O -9.43 10.08 -2.13
O -7.24 10.32 -1.64
H -5.21 9.92 -1.86
H -6.07 8.96 -0.64
H -6.19 8.71 -3.68
H -6.16 7.41 -2.46
C 2.68 -6.17 0.69
C 3.66 -6.80 -0.24
O 4.76 -7.12 0.60
C 4.27 -7.23 1.87
O 4.89 -7.65 2.80
O 2.98 -6.79 1.94
H 1.64 -6.35 0.41
H 2.84 -5.09 0.79
H 3.28 -7.73 -0.69
H 3.97 -6.13 -1.04
C -2.94 2.27 -3.04
C -4.19 2.91 -3.55
O -4.72 3.55 -2.39
C -3.68 3.76 -1.55
O -3.73 4.42 -0.55
O -2.55 3.12 -1.97
H -2.15 2.22 -3.80
H -3.12 1.26 -2.65
H -3.99 3.67 -4.31
H -4.90 2.19 -3.95
C 7.04 -9.92 -1.32
C 6.66 -10.92 -2.36
O 5.24 -10.85 -2.36
C 4.89 -9.63 -1.86
O 3.78 -9.19 -1.88
O 5.97 -8.98 -1.36
H 7.99 -9.43 -1.54
H 7.10 -10.35 -0.32
H 7.02 -10.64 -3.36
H 7.00 -11.92 -2.13
C -0.84 11.81 -0.83
C -2.02 11.68 0.09
O -3.12 11.66 -0.80
C -2.65 11.23 -2.00
O -3.35 10.94 -2.93
O -1.29 11.17 -2.01
H 0.05 11.31 -0.44
H -0.59 12.85 -1.05
H -2.01 10.75 0.67
H -2.09 12.52 0.79
C -8.56 6.02 4.71
C -9.78 5.22 4.38
O -9.86 5.32 2.96
C -8.60 5.60 2.51
O -8.28 5.58 1.36
O -7.76 5.89 3.55
H -8.04 5.64 5.59
H -8.79 7.08 4.87
H -9.68 4.16 4.65
H -10.68 5.61 4.84
C 7.80 1.41 -2.43
C 8.12 2.78 -1.91
O 9.09 2.53 -0.91
C 9.67 1.33 -1.21
O 10.65 0.90 -0.66
O 9.01 0.70 -2.21
H 7.54 1.42 -3.49
H 7.00 0.93 -1.87
H 8.56 3.43 -2.68
H 7.25 3.28 -1.49
C 3.53 -3.95 -4.87
C 3.77 -3.92 -3.39
O 3.86 -5.29 -3.05
C 4.23 -5.96 -4.18
O 4.57 -7.11 -4.21
O 4.18 -5.15 -5.27
H 3.96 -3.09 -5.38
H 2.47 -4.02 -5.12
H 4.70 -3.42 -3.13
H 2.95 -3.44 -2.85
C 3.77 -10.52 -6.22
C 2.88 -10.83 -5.05
O 2.06 -11.88 -5.54
C 2.74 -12.48 -6.55
O 2.41 -13.51 -7.07
O 3.85 -11.77 -6.89
H 4.76 -10.18 -5.91
H 3.34 -9.78 -6.89
H 3.44 -11.19 -4.18
H 2.28 -9.97 -4.75
C -0.92 -12.75 -4.52
C -1.32 -13.74 -5.57
O -2.74 -13.67 -5.55
C -3.07 -12.45 -5.06
O -4.19 -12.00 -5.06
O -1.99 -11.81 -4.55
H 0.03 -12.27 -4.75
H -0.87 -13.19 -3.52
H -0.96 -13.47 -6.56
H -0.98 -14.75 -5.33
```

Summary:
HOMO   -11.55 eV
Orbital gap   8.0 eV
Charge   +1

=====

Electronic energy (hartree)
-2381.31007, -8289.55880